# 1
Below is an isolated molecule of C2H12N4O4P2 at a distorted geometry, with properties calculated with the ωB97M-V functional and the def2-TZVPD basis.

Results
gap between HOMO and LUMO: 10.189 eV
E_tot: -34999.5914 eV
SMILES: NP(N)(=O)C(O)(CO)P(N)(N)=O
highest occupied orbital energy: -9.66 eV
energy above the lowest of the compared OMol25 structures with the same formula, charge and spin: 0.00 kcal per mole
charge: 0

Geometry as XYZ:
```
24
C2H12N4O4P2 | OMol25 | the ωB97M-V functional and the def2-TZVPD basis
P -0.16889 -1.46766 0.29377
P -0.15967 1.66873 -0.07556
O -1.32986 -0.12837 -1.70151
O 0.46737 -2.62884 -0.40835
O -0.67144 2.66266 -1.04544
O 2.20520 -0.11314 -0.87376
N 1.26334 2.01944 0.71762
N -1.14576 1.22990 1.25430
N -1.84056 -1.52970 0.61423
N 0.67113 -1.12124 1.69305
C 1.03021 -0.09315 -1.72042
C -0.21974 -0.06228 -0.94589
H 2.03861 -0.87879 -0.37512
H 0.60607 -1.96709 2.31871
H -2.50507 -1.37116 -0.16455
H 0.97982 -0.96495 -2.45055
H 1.77162 1.15719 0.87815
H 1.13401 0.83918 -2.31896
H -1.95752 -2.52119 0.93163
H 0.46139 -0.31941 2.20863
H -1.49956 0.25015 1.15626
H 1.88030 2.63244 0.13325
H -1.37746 1.92024 1.88060
H -1.63354 0.78703 -2.00010
```

Atom charges from the Mulliken analysis, given in e for atoms 1 to 4:
1 P 0.422
2 P 0.825
3 O -0.602
4 O -0.738

# 2
Below is an isolated molecule of C6H9N, with properties calculated with the ωB97M-V functional and the def2-TZVPD basis.

Results
gap between HOMO and LUMO: 8.883 eV
E_tot: -7857.8620 eV
SMILES: Cc1c[nH]c(C)c1
highest occupied orbital energy: -7.83 eV
energy above the lowest of the compared OMol25 structures with the same formula, charge and spin: 6.86 kcal per mole
charge: 0

Geometry as XYZ:
```
16
C6H9N | OMol25 | the ωB97M-V functional and the def2-TZVPD basis
N -0.08572 -1.34319 -0.52656
C -0.30520 0.62461 0.44184
C -0.98257 -0.51752 0.10813
C 1.05700 0.48581 0.03667
C 2.17352 1.42519 0.38123
C -2.45059 -0.75897 0.08155
C 1.14303 -0.72760 -0.59262
H 1.90340 1.92214 1.30978
H -0.41813 -2.07077 -1.14622
H -2.68217 -1.82893 -0.01044
H -2.92555 -0.29635 -0.78833
H 3.13363 0.92284 0.45399
H 1.91787 -1.17376 -1.19186
H -0.77826 1.52078 0.81721
H -2.96521 -0.42024 0.97793
H 2.26495 2.23595 -0.35230
```

Atom charges from the Mulliken analysis, given in e for atoms 1 to 4:
1 N -0.097
2 C -0.546
3 C 0.214
4 C 0.722